Entry from the OMol25 dataset: a 7-piece molecular cluster, C44H33NO14 overall (ωB97M-V with the def2-TZVPD basis set).

Cartesian coordinates (Å):
1 O 1.916 -5.002 -5.490
2 O -4.330 -0.601 4.291
3 O -1.700 -1.461 -3.862
4 O 7.364 -4.247 -2.472
5 O -5.246 2.926 8.162
6 O 6.804 1.520 -1.470
7 O -0.178 0.488 -0.970
8 O -3.422 8.587 8.558
9 O -0.795 4.026 -7.012
10 O 4.989 -8.961 -1.836
11 O -0.660 0.569 4.170
12 O 2.810 -1.850 -2.447
13 O 3.024 3.134 -3.422
14 O -4.455 5.427 4.409
15 N -1.152 -2.583 0.070
16 C -3.575 6.391 7.719
17 C -2.078 1.391 0.636
18 C 1.512 3.935 -6.542
19 C -4.041 8.417 6.291
20 C 5.098 -1.563 -1.962
21 C 5.536 -7.876 -1.982
22 C 5.549 -6.873 -0.900
23 C 1.084 -4.188 -5.116
24 C 3.729 -1.075 -2.222
25 C -3.659 7.860 7.603
26 C 6.102 -0.716 -1.718
27 C -5.035 2.114 7.272
28 C 0.084 3.821 -6.186
29 C 6.804 -6.335 -3.409
30 C -3.662 1.807 6.824
31 C 0.717 3.224 -3.892
32 C 4.517 1.232 -1.956
33 C -4.218 6.154 5.364
34 C 6.208 -7.520 -3.248
35 C -3.734 -2.951 0.291
36 C 0.576 -1.976 -4.183
37 C -3.836 5.597 6.676
38 C -3.433 0.921 5.850
39 C -1.298 0.289 3.017
40 C 2.145 3.338 -4.248
41 C -0.868 -2.276 -4.236
42 C 5.886 0.744 -1.696
43 C -1.043 0.229 0.022
44 C 3.512 0.385 -2.200
45 C 6.817 -5.331 -2.326
46 C -4.541 0.211 5.181
47 C -1.269 -3.598 -4.758
48 C -6.143 1.404 6.603
49 C -1.254 -1.224 2.305
50 C 2.471 3.709 -5.639
51 C -4.302 7.623 5.248
52 C 1.485 -2.866 -4.594
53 C -1.152 -1.253 0.790
54 C 6.146 -5.687 -1.061
55 C -5.914 0.519 5.629
56 C -0.243 3.450 -4.795
57 C -2.172 1.422 2.151
58 C -2.451 -2.612 -0.724
59 C -0.361 -4.488 -5.168
60 H 6.164 -4.940 -0.277
61 H -4.097 9.497 6.222
62 H -3.780 4.517 6.744
63 H 2.502 0.727 -2.392
64 H 7.300 -6.059 -4.331
65 H -2.848 2.183 2.732
66 H -2.466 -3.446 -1.551
67 H -2.719 -1.602 -1.253
68 H -0.639 -5.461 -5.554
69 H -1.340 -2.227 2.908
70 H 2.548 -2.662 -4.563
71 H 6.189 -8.268 -4.031
72 H 0.493 2.951 -2.868
73 H -3.293 5.997 8.688
74 H 4.375 2.306 -1.937
75 H -7.144 1.641 6.944
76 H -3.817 -4.118 0.399
77 H -3.641 -2.410 1.334
78 H -1.295 3.372 -4.550
79 H 5.239 -2.636 -1.981
80 H 0.855 -1.003 -3.797
81 H -4.743 -2.534 -0.192
82 H -4.584 8.017 4.279
83 H 7.112 -1.058 -1.526
84 H 3.524 3.787 -5.884
85 H -0.313 -2.723 -0.534
86 H 1.735 4.208 -7.566
87 H -2.432 0.684 5.509
88 H -6.716 -0.010 5.128
89 H -2.860 2.335 7.325
90 H -2.332 -3.802 -4.789
91 H 5.053 -7.149 0.023
92 H -2.691 2.136 -0.053

**Kohn-Sham gap**: 0.2902 hartree
**SMILES**: CCNC1=CC(=O)C=CC1=O.O=C1C=CC(=O)C=C1.O=C1C=CC(=O)C=C1.O=C1C=CC(=O)C=C1.O=C1C=CC(=O)C=C1.O=C1C=CC(=O)C=C1.O=C1C=CC(=O)C=C1
**2S+1**: 1
**HOMO**: -9.733 eV
**E_LUMO**: -1.836 eV